Record 1
The following is a quantum chemistry calculation of a 6-piece molecular cluster, C12H36O6 overall in a non-equilibrium geometry, from OMol25.

structure (SMILES): CCO.CCO.CCO.CCO.CCO.CCO
lowest unoccupied orbital energy: 0.48 eV
Kohn-Sham gap: 0.35882 Ha
highest occupied orbital energy: -9.279 eV
energy relative to the best compared isomer or geometry (same formula, charge and spin): 234.0 kJ/mol

```
54
Properties=species:S:1:pos:R:3:forces:R:3:nbo_charge:R:1
C 3.4500 4.9677 1.2073 0.733 -0.502 0.612 -0.63
C 3.0450 3.5119 1.0525 -0.736 0.326 -0.375 -0.06
O 2.5267 3.0804 2.3079 0.196 -0.269 -0.376 -0.75
H 2.5940 5.5596 1.5198 0.043 0.209 -0.196 0.21
H 4.0121 5.3947 0.3770 -0.501 -0.052 -0.376 0.21
H 4.1896 4.9809 2.0161 -0.234 0.113 0.191 0.21
H 3.8719 2.9133 0.6535 0.177 -0.148 0.470 0.15
H 2.2361 3.3738 0.3240 0.090 0.318 -0.218 0.15
H 2.0109 2.2831 2.0878 0.325 -0.030 0.220 0.50
C -3.9527 -0.3295 1.8213 0.031 0.523 -0.077 -0.64
C -3.4515 1.0918 1.6000 -0.274 1.111 0.045 -0.06
O -2.8457 1.2721 0.3234 -0.027 -0.602 -0.566 -0.75
H -3.2414 -1.0064 2.2899 0.090 0.013 -0.083 0.22
H -4.2618 -0.7231 0.8521 0.065 -0.093 0.017 0.22
H -4.8521 -0.2488 2.4318 0.062 -0.267 0.168 0.21
H -2.7818 1.5228 2.3527 -0.013 -0.636 0.258 0.17
H -4.3246 1.7612 1.6293 0.021 -0.153 -0.055 0.16
H -2.0515 1.8015 0.3816 0.110 0.083 0.237 0.47
C -2.0542 -3.0836 -0.1492 -1.169 -0.906 0.459 -0.64
C -1.3118 -4.2491 0.5327 0.100 1.010 -0.761 -0.07
O -1.5004 -4.1152 1.9410 0.295 -0.337 -0.202 -0.72
H -3.0857 -3.2075 0.2015 -0.061 0.349 -0.019 0.20
H -2.1528 -3.1131 -1.2354 0.579 -0.079 -0.038 0.21
H -1.7205 -2.1110 0.2043 0.252 -0.026 -0.081 0.22
H -0.2577 -4.1797 0.2532 0.165 -0.119 0.522 0.17
H -1.6538 -5.2284 0.1958 -0.162 0.068 -0.134 0.16
H -2.1500 -4.7799 2.1825 0.013 0.096 0.239 0.47
C 0.7156 -1.2005 2.2949 -0.140 0.028 -0.410 -0.64
C 0.4435 -0.0715 1.3003 0.626 -0.526 -0.569 -0.06
O 1.6730 0.6363 1.1245 -0.189 0.405 0.107 -0.79
H 1.6165 -1.7150 1.9586 0.149 0.125 0.097 0.21
H -0.0439 -1.9842 2.3495 -0.302 0.348 0.109 0.22
H 0.9023 -0.7616 3.2734 0.006 -0.190 0.110 0.21
H -0.3630 0.6061 1.5925 0.106 0.023 0.318 0.15
H 0.1762 -0.4408 0.3044 -0.247 -0.287 0.166 0.16
H 1.9323 0.5583 0.1814 -0.186 0.092 0.263 0.52
C 2.7523 -1.8483 -1.3450 -0.038 -0.883 -0.395 -0.64
C 2.4084 -0.7571 -2.3269 -0.374 2.018 0.538 -0.06
O 1.9200 0.3589 -1.5358 -0.074 0.205 -0.023 -0.80
H 3.4774 -1.5373 -0.5955 0.065 0.234 -0.139 0.23
H 3.1457 -2.7313 -1.8563 0.192 0.151 -0.085 0.22
H 1.8835 -2.2317 -0.8048 -0.206 0.367 -0.070 0.21
H 1.6207 -0.9585 -3.0596 0.132 -0.682 0.098 0.16
H 3.2507 -0.3066 -2.8642 0.302 -0.839 -0.085 0.17
H 1.5305 1.0558 -2.1132 0.099 -0.746 0.249 0.51
C -1.3935 -0.1024 -2.7110 0.424 -0.041 2.306 -0.66
C -1.1286 1.3585 -3.0372 -0.872 -1.053 -2.581 -0.07
O 0.2675 1.5659 -3.3179 -0.048 0.642 0.756 -0.75
H -0.8055 -0.3578 -1.8170 0.482 0.037 -0.287 0.22
H -1.1051 -0.8139 -3.4793 -0.226 0.161 -0.294 0.20
H -2.3632 -0.3211 -2.2560 -0.427 0.285 -0.843 0.24
H -1.6263 2.0931 -2.4118 0.861 -0.012 0.741 0.20
H -1.6156 1.5435 -4.0050 -0.219 0.100 0.083 0.16
H 0.4420 1.2238 -4.1975 -0.069 0.040 -0.044 0.48
```
Positions in Å, forces in eV/Å.

=====

Record 2
The following is a quantum chemistry calculation of a 6-piece molecular cluster, C12H36O6 overall in a non-equilibrium geometry, from OMol25.

structure (SMILES): CCO.CCO.CCO.CCO.CCO.CCO
lowest unoccupied orbital energy: 0.49 eV
Kohn-Sham gap: 0.36637 Ha
highest occupied orbital energy: -9.476 eV
energy relative to the best compared isomer or geometry (same formula, charge and spin): 231.4 kJ/mol

```
54
Properties=species:S:1:pos:R:3:forces:R:3:nbo_charge:R:1
C -2.6864 2.9633 -4.4985 0.632 0.384 -0.220 -0.64
C -1.3824 2.1523 -4.4126 -0.202 0.293 -0.625 -0.07
O -1.4013 1.2917 -3.2818 0.383 0.638 -0.193 -0.75
H -3.5383 2.4588 -4.0507 0.099 -0.298 -0.050 0.22
H -2.9236 3.2065 -5.5358 -0.039 0.025 0.030 0.21
H -2.5485 3.9060 -3.9643 -0.165 0.016 0.020 0.20
H -0.5058 2.8119 -4.4239 -0.138 0.204 0.625 0.16
H -1.1614 1.6093 -5.3358 -0.640 -0.674 0.259 0.18
H -1.0659 1.8199 -2.5426 0.090 -0.602 0.274 0.51
C -0.0360 -3.3774 2.5018 0.626 0.892 -0.591 -0.64
C -0.7621 -4.5516 1.8893 0.668 -1.478 1.210 -0.07
O -1.5971 -5.1777 2.8872 -0.674 0.457 -0.320 -0.73
H 0.7302 -2.9254 1.8585 -0.240 -0.270 -0.446 0.21
H 0.5730 -3.6585 3.3622 -0.512 -0.217 0.308 0.20
H -0.7036 -2.5471 2.7324 -0.133 -0.210 0.369 0.21
H -0.0434 -5.3427 1.6456 0.192 0.380 -0.575 0.16
H -1.3742 -4.3700 1.0113 -0.049 0.382 0.098 0.19
H -1.0606 -5.7532 3.4334 0.150 0.024 0.004 0.46
C 2.6795 -0.7551 3.6441 -1.057 0.247 -0.938 -0.63
C 3.2653 -1.9281 4.3294 0.651 -0.523 1.897 -0.06
O 4.6836 -1.8672 4.1820 0.031 0.069 -0.483 -0.73
H 1.6132 -0.6648 3.8752 0.020 -0.174 0.001 0.21
H 2.7479 -0.9152 2.5639 0.102 0.345 0.013 0.21
H 3.1144 0.2040 3.9171 0.377 -0.177 0.051 0.22
H 2.8423 -2.8915 4.0260 0.114 0.124 -0.575 0.16
H 3.0376 -1.8982 5.4073 -0.034 0.207 -0.061 0.15
H 5.1240 -2.6007 4.6171 -0.221 -0.111 0.072 0.47
C -4.0678 -1.3471 -3.9929 0.183 0.382 1.112 -0.63
C -3.0081 -1.8799 -3.0005 -0.538 -0.956 -1.564 -0.06
O -1.7071 -1.4538 -3.3447 -0.344 0.678 0.383 -0.75
H -4.1059 -0.2554 -3.9497 0.131 0.006 -0.415 0.20
H -5.0725 -1.6820 -3.7265 0.049 -0.209 0.024 0.20
H -3.8049 -1.7439 -4.9693 -0.071 0.362 -0.200 0.21
H -3.0434 -2.9457 -3.2465 0.325 -0.193 0.686 0.16
H -3.2529 -1.7477 -1.9469 -0.045 0.263 0.089 0.15
H -1.7151 -0.4737 -3.2759 0.387 -0.456 -0.107 0.50
C -0.6670 -0.4783 0.0896 -0.387 -0.333 -0.079 -0.64
C 0.3976 0.5838 0.2348 0.102 -0.410 -0.506 -0.06
O 0.2894 1.5329 -0.8208 -0.190 0.290 0.118 -0.77
H -0.4816 -1.3045 0.7772 0.011 0.170 0.168 0.21
H -0.6870 -0.9411 -0.8999 0.198 0.281 -0.131 0.24
H -1.6724 -0.0987 0.2823 0.056 0.119 0.048 0.20
H 1.3718 0.0898 0.1437 0.092 0.093 0.281 0.16
H 0.3165 1.0773 1.2074 0.064 -0.013 0.047 0.15
H 0.8356 2.2981 -0.5891 -0.044 0.100 -0.130 0.50
C 3.3366 4.4714 1.6488 0.002 -0.232 0.381 -0.63
C 1.8778 4.1724 1.3312 0.234 1.835 0.131 -0.06
O 1.6485 4.0849 -0.0654 -0.336 -1.761 -0.267 -0.76
H 3.7869 5.1531 0.9292 -0.124 0.053 -0.074 0.21
H 3.9300 3.5569 1.6706 0.057 0.048 -0.075 0.21
H 3.3952 4.9422 2.6334 0.113 -0.090 -0.006 0.21
H 1.2586 4.9926 1.7147 0.020 -0.056 0.107 0.16
H 1.5496 3.2888 1.8758 -0.105 -0.335 -0.612 0.18
H 1.6713 4.9085 -0.5489 0.127 0.418 0.436 0.49
```
Positions in Å, forces in eV/Å.

=====

Record 3
The following is a quantum chemistry calculation of a 6-piece molecular cluster, C12H36O6 overall in a non-equilibrium geometry, from OMol25.

structure (SMILES): CC(C)O.CC(C)O.CC(C)O.CC(C)O.O.O
lowest unoccupied orbital energy: 0.25 eV
Kohn-Sham gap: 0.37395 Ha
highest occupied orbital energy: -9.924 eV
energy relative to the best compared isomer or geometry (same formula, charge and spin): 257.5 kJ/mol

```
54
Properties=species:S:1:pos:R:3:forces:R:3:nbo_charge:R:1
O 15.7854 1.6586 20.2616 -0.147 0.072 0.229 -0.94
H 15.8260 2.1591 19.4466 0.001 0.189 -0.259 0.47
H 16.3093 0.8763 20.0891 0.138 -0.203 0.002 0.47
O 15.2486 5.9362 21.7214 -0.090 0.193 0.138 -0.94
H 15.7188 6.1420 20.9134 0.130 0.068 -0.178 0.46
H 15.1270 4.9872 21.6930 -0.029 -0.296 0.036 0.47
C 24.7845 2.3538 15.8058 -0.514 1.102 0.011 -0.64
C 24.1755 1.8033 17.1183 0.200 0.449 -0.805 0.09
C 22.7223 1.4345 17.0683 -0.935 -0.300 -0.849 -0.63
O 24.8592 0.6057 17.3612 0.684 -0.687 0.833 -0.71
H 24.9674 1.6459 14.9974 -0.131 -0.473 0.442 0.22
H 25.7242 2.8438 16.0608 0.249 -0.167 -0.068 0.20
H 24.1978 3.1476 15.3433 -0.304 0.149 0.168 0.21
H 24.4333 2.5179 17.9000 -0.352 0.196 0.243 0.15
H 21.9898 2.2360 16.9716 0.416 0.382 -0.243 0.21
H 22.3048 0.8143 17.8615 0.745 0.007 0.404 0.22
H 22.6653 0.8135 16.1743 -0.425 -0.072 -0.177 0.21
H 25.7410 0.9130 17.5839 0.366 -0.587 0.042 0.46
C 15.2960 3.0164 15.0999 -0.747 0.208 2.761 -0.63
C 15.1666 4.4798 15.6483 0.153 -0.981 -1.537 0.09
C 13.7516 4.9066 15.9499 -0.539 0.469 -0.044 -0.65
O 16.0102 4.7088 16.7662 0.186 -0.570 -0.221 -0.72
H 16.3480 2.7444 15.0134 -0.178 0.068 -0.574 0.22
H 14.6190 2.7767 14.2800 0.518 0.459 -0.361 0.22
H 14.8944 2.4186 15.9180 0.112 -0.562 0.150 0.20
H 15.5510 4.9435 14.7399 0.017 1.370 0.278 0.15
H 13.1786 4.2571 16.6117 0.122 -0.714 -0.413 0.21
H 13.2391 5.1064 15.0089 -0.346 -0.299 0.084 0.22
H 13.6639 5.8280 16.5255 0.611 0.451 -0.209 0.21
H 15.9876 5.6567 16.9163 0.087 0.072 0.124 0.47
C 11.7255 -0.9695 24.8949 -1.040 -0.486 0.026 -0.63
C 12.0135 0.4160 25.3581 -0.206 1.349 0.162 0.11
C 11.2691 0.9461 26.6604 0.803 -0.920 -1.444 -0.62
O 13.4013 0.4695 25.5203 1.496 0.603 0.937 -0.73
H 10.7339 -0.9518 24.4427 -0.278 -0.679 0.280 0.20
H 11.8579 -1.6591 25.7286 -0.482 -0.168 0.001 0.21
H 12.4135 -1.3226 24.1267 0.125 0.399 -0.103 0.21
H 11.8161 1.1053 24.5372 -0.648 0.244 -0.058 0.14
H 11.7620 1.8236 27.0789 0.234 -0.158 -0.162 0.22
H 11.2735 0.1322 27.3855 -0.190 0.160 0.185 0.21
H 10.2552 1.2519 26.4023 -0.077 -0.292 0.062 0.21
H 13.7653 0.5487 24.6355 0.269 -0.048 0.107 0.47
C 17.1584 -6.0767 17.5335 0.038 -0.499 -0.200 -0.63
C 16.3033 -5.7691 16.3053 0.546 1.913 0.698 0.09
C 16.4038 -4.3201 15.8736 -1.674 1.181 1.626 -0.63
O 16.6534 -6.4394 15.1277 0.040 -1.927 -0.114 -0.72
H 18.2259 -5.9828 17.3341 0.009 -0.341 -0.116 0.21
H 16.8601 -7.0673 17.8769 0.591 -0.276 -0.034 0.21
H 16.9599 -5.4389 18.3948 -0.328 0.404 -0.281 0.21
H 15.2967 -5.9771 16.6680 -0.390 -0.162 -0.623 0.15
H 17.3294 -3.8014 16.1235 0.390 -0.401 -0.850 0.21
H 15.7037 -3.7636 16.4966 -0.242 0.265 0.346 0.19
H 15.9513 -4.1925 14.8902 0.837 0.070 -0.226 0.22
H 15.8533 -6.8672 14.8140 0.182 -0.225 -0.227 0.47
```
Positions in Å, forces in eV/Å.